# C18H31BBrN2O4

A cluster of 2 separate species, C18H31BBrN2O4 in total at a distorted geometry (wB97M-V/def2-TZVPD, the OMol25 dataset).

Each line ends with the natural charge from an NBO analysis.
CARTESIAN COORDINATES (ANGSTROEM)
Br  -0.63  2.87  3.91  0.06
O  -1.46  -1.71  3.70  -0.96
O  1.60  0.68  -3.27  -0.53
O  0.30  2.61  -2.65  -0.53
O  0.04  4.87  -4.97  -0.94
N  -0.45  2.15  1.13  -0.45
N  -2.27  -2.07  1.24  -0.85
C  -0.15  -0.42  1.66  -0.41
C  4.56  -2.22  -0.85  -0.22
C  2.81  -1.99  1.91  -0.26
C  -2.19  -3.58  1.22  -0.42
C  5.26  -2.63  0.58  -0.21
C  0.39  2.66  -0.02  -0.29
C  0.38  1.17  -2.96  0.76
C  -0.88  0.12  -3.02  -0.53
C  -0.47  2.87  -1.43  -0.10
C  -3.68  -1.55  1.36  -0.42
C  -1.13  0.78  1.02  -0.25
C  0.42  2.15  2.37  -0.10
C  0.56  -1.00  0.31  -0.45
C  0.68  0.53  2.70  -0.47
C  -2.26  0.82  -3.65  -0.65
C  4.39  -2.52  2.01  -0.21
C  2.10  -1.53  0.50  -0.06
C  3.01  -1.67  -0.89  -0.23
B  -1.32  -1.45  2.26  1.32
H  -2.77  0.18  -4.48  0.25
H  5.14  -2.29  -1.87  0.25
H  -4.49  -2.38  1.58  0.23
H  -0.66  -0.86  -3.67  0.29
H  -0.05  -1.90  -0.18  0.27
H  -2.26  -1.19  4.04  0.51
H  -3.72  -0.65  2.12  0.18
H  -1.13  2.93  1.33  0.46
H  -1.48  2.27  -1.35  0.20
H  -1.35  -3.89  1.99  0.21
H  -1.73  0.52  0.05  0.28
H  1.86  0.51  2.71  0.28
H  6.37  -2.98  0.58  0.25
H  0.58  -0.14  -0.50  0.21
H  -3.05  0.94  -2.78  0.21
H  0.77  3.75  0.27  0.25
H  2.49  -1.37  -1.92  0.25
H  0.19  4.02  -4.54  0.47
H  1.38  2.03  -0.19  0.28
H  4.83  -2.80  3.06  0.25
H  -3.96  -1.08  0.30  0.20
H  0.39  4.75  -5.87  0.48
H  2.18  -1.90  2.89  0.22
H  -1.09  -0.27  -1.93  0.23
H  -0.78  4.02  -1.46  0.24
H  1.44  2.72  2.36  0.29
H  -1.96  0.87  1.85  0.23
H  -3.19  -4.13  1.52  0.22
H  -1.78  -3.93  0.16  0.21
H  -2.02  1.93  -4.03  0.24
H  0.25  0.37  3.80  0.27

Values from the calculation:
* HOMO-LUMO gap: 7.53 eV
* LUMO level: -3.169 eV
* charge: +1
* electronic energy: -3713.0687 Eh
* maximum force: 8.9 eV Å⁻¹



# C18H31BN6O3PPt

A structure of composition C18H31BN6O3PPt at a distorted geometry (wB97M-V/def2-TZVPD, the OMol25 dataset).

Each line ends with the Löwdin spin population.
CARTESIAN COORDINATES (ANGSTROEM)
Pt  -0.48  -0.69  0.40  1.28
P  -1.20  -1.69  2.39  0.08
O  -0.08  -1.78  3.50  0.00
O  -1.93  -3.12  2.43  0.03
O  -2.35  -0.83  3.09  0.01
N  1.87  0.19  -1.38  0.01
N  0.09  1.44  0.70  0.16
N  0.65  2.10  -0.34  0.01
N  1.42  -0.82  -0.61  0.16
N  -0.35  0.86  -2.26  0.00
N  -1.05  -0.06  -1.57  0.11
C  -2.11  -0.44  -2.30  0.02
C  2.13  -3.00  0.29  0.00
C  1.55  4.37  -0.88  0.00
C  0.93  3.36  0.03  0.00
C  3.46  -1.35  -1.28  0.00
C  -0.95  1.08  -3.44  0.01
C  -0.54  1.92  3.07  0.00
C  -2.08  0.27  -3.50  0.00
C  2.36  -1.76  -0.51  0.01
C  -1.27  -4.35  2.08  0.00
C  0.02  2.28  1.73  0.01
C  -3.07  -1.47  -1.81  0.01
C  -0.38  -2.10  4.88  0.00
C  3.11  -0.11  -1.81  0.00
C  -3.43  -0.29  2.31  0.02
C  -0.44  2.06  -4.45  0.00
C  3.91  0.79  -2.69  0.00
C  0.53  3.52  1.34  0.00
B  0.97  1.40  -1.68  0.00
H  0.57  -2.31  5.36  0.00
H  1.49  2.15  -2.44  0.00
H  4.06  1.76  -2.21  0.00
H  -0.36  3.05  -4.01  0.00
H  -1.36  -4.53  1.01  0.00
H  0.56  1.77  -4.80  0.00
H  -3.11  -2.31  -2.50  0.00
H  -1.11  2.10  -5.30  0.00
H  0.95  4.52  -1.78  0.00
H  -2.75  -1.84  -0.84  0.01
H  -4.16  -1.06  2.08  0.00
H  -1.77  -5.14  2.62  0.00
H  4.88  0.35  -2.88  0.00
H  -0.22  -4.33  2.36  0.00
H  -4.07  -1.06  -1.72  0.00
H  0.61  4.40  1.95  0.00
H  3.41  0.96  -3.64  0.00
H  -2.78  0.21  -4.31  0.00
H  1.34  -3.60  -0.17  0.00
H  0.09  2.35  3.85  0.00
H  1.83  -2.74  1.30  0.00
H  2.55  4.07  -1.19  0.00
H  -3.89  0.49  2.90  0.00
H  3.04  -3.60  0.33  0.00
H  4.38  -1.88  -1.42  0.00
H  -0.86  -1.26  5.36  0.00
H  -1.03  -2.98  4.94  0.00
H  -3.05  0.15  1.38  0.01
H  1.62  5.32  -0.35  0.00
H  -1.54  2.34  3.18  0.00
H  -0.59  0.85  3.22  0.00

Values from the calculation:
* HOMO-LUMO gap (spin up / spin down): 9.90 / 7.01 eV
* multiplicity: 3
* LUMO level (spin up / spin down): -1.769 / -4.660 eV
* charge: +1
* electronic energy: -1744.1974 Eh
* maximum force: 1.3 eV Å⁻¹



# C18H31BrN2O7S

A cluster of 5 separate species, C18H31BrN2O7S in total at a distorted geometry (wB97M-V/def2-TZVPD, the OMol25 dataset).

Each line ends with the natural charge from an NBO analysis.
CARTESIAN COORDINATES (ANGSTROEM)
Br  1.79  -1.67  0.22  -0.02
S  2.37  1.18  2.81  0.12
O  -3.11  0.79  -0.97  -0.56
O  -3.81  -2.65  0.71  -0.56
O  -0.66  -3.00  0.79  -0.51
O  1.72  -4.93  2.35  -0.49
O  4.67  3.62  3.09  -0.54
O  -0.62  2.93  -5.00  -0.55
O  2.11  -2.63  2.83  -0.53
N  2.60  -0.98  4.53  -0.50
N  4.12  -4.77  1.86  -0.37
C  -4.90  -3.16  0.57  0.61
C  1.17  -3.59  2.40  0.32
C  2.32  -0.01  3.85  0.23
C  -0.83  4.05  -5.40  0.60
C  6.65  2.46  3.71  -0.72
C  -1.12  -1.80  1.43  -0.29
C  5.87  3.50  2.95  0.60
C  -5.05  -4.65  0.39  -0.72
C  3.02  -4.84  2.09  0.53
C  0.71  -3.19  0.90  0.05
C  6.64  4.39  2.01  -0.72
C  -2.00  1.47  -2.96  -0.71
C  -2.12  4.77  -5.08  -0.72
C  0.19  4.80  -6.23  -0.72
C  1.77  -2.16  4.15  0.08
C  -2.45  -1.00  -2.38  -0.73
C  -6.16  -2.33  0.57  -0.72
C  -2.58  0.45  -2.00  0.59
H  -6.68  -2.44  -0.39  0.23
H  -5.52  -4.86  -0.57  0.23
H  -1.40  -1.27  -2.47  0.24
H  -1.91  5.68  -4.52  0.23
H  -1.10  -0.92  0.76  0.21
H  5.96  5.09  1.53  0.23
H  -5.90  -1.28  0.70  0.25
H  5.97  1.90  4.35  0.24
H  7.40  2.95  4.34  0.23
H  1.06  4.16  -6.38  0.24
H  0.50  5.71  -5.72  0.23
H  -0.24  5.04  -7.20  0.23
H  7.14  1.78  3.02  0.23
H  -6.81  -2.64  1.39  0.23
H  -0.93  1.31  -3.08  0.24
H  0.99  -4.05  0.27  0.22
H  -5.65  -5.06  1.21  0.23
H  -2.97  -1.19  -3.32  0.22
H  7.39  4.96  2.56  0.23
H  -0.58  -1.54  2.37  0.15
H  0.70  -1.89  4.25  0.17
H  -2.64  5.01  -6.00  0.23
H  -2.75  4.12  -4.48  0.23
H  -4.07  -5.12  0.42  0.24
H  7.12  3.79  1.24  0.23
H  -2.90  -1.62  -1.60  0.24
H  -2.16  2.47  -2.56  0.23
H  -2.50  1.39  -3.92  0.23
H  0.27  -3.57  3.05  0.20
H  -2.19  -1.99  1.72  0.24
H  2.07  -2.98  4.85  0.19

Values from the calculation:
* HOMO-LUMO gap: 9.59 eV
* LUMO level: 0.475 eV
* charge: 0
* electronic energy: -4312.7291 Eh
* SMILES string: CO[C@@H](Br)[C@@H](OC#N)OCN=C=S.CC(C)=O.CC(C)=O.CC(C)=O.CC(C)=O
* maximum force: 4.2 eV Å⁻¹



# C18H31Cl2DyN4O4

A structure of composition C18H31Cl2DyN4O4 at a distorted geometry (wB97M-V/def2-TZVPD, the OMol25 dataset).

Each line ends with the Löwdin spin population.
CARTESIAN COORDINATES (ANGSTROEM)
Dy  0.06  -0.17  -0.46  5.01
Cl  1.19  2.11  -0.62  -0.01
Cl  -1.36  -1.08  -2.40  -0.01
O  -0.36  -2.35  0.44  -0.01
O  2.24  -0.93  -0.37  -0.02
O  -0.08  0.14  1.80  -0.01
O  0.23  1.30  -3.86  0.00
N  -1.12  -4.38  -0.34  0.00
N  0.21  -1.05  3.71  0.00
N  0.06  1.26  3.79  0.00
N  3.95  0.21  -1.40  0.00
C  0.28  3.55  -8.38  0.00
C  -0.91  1.71  -7.33  0.00
C  1.29  3.44  -7.40  0.00
C  -0.42  -3.26  -0.45  0.00
C  5.06  1.13  -1.13  0.00
C  3.22  0.37  -2.65  0.00
C  -4.00  1.08  1.74  0.00
C  -2.62  2.16  -0.87  0.01
C  3.43  -0.52  -0.40  0.00
C  0.07  0.11  3.05  0.00
C  -0.98  -5.45  -1.33  0.00
C  -1.93  -4.66  0.85  0.00
C  -0.32  1.04  -4.92  0.00
C  -2.27  0.98  -0.09  0.03
C  -0.77  2.63  -8.38  0.00
C  -2.92  0.41  0.89  0.00
C  -0.02  1.74  -6.24  0.00
C  1.15  2.51  -6.35  0.00
H  5.58  0.82  -0.22  0.00
H  0.49  1.26  4.70  0.00
H  2.15  4.12  -7.43  0.00
H  -1.12  0.26  -4.95  0.00
H  0.08  -3.09  -1.42  0.00
H  -1.50  2.66  -9.18  0.00
H  -0.01  2.13  3.26  0.00
H  -2.72  -0.61  1.23  0.00
H  0.42  -1.05  4.71  0.00
H  3.95  0.55  -3.45  0.00
H  1.95  2.43  -5.60  0.00
H  0.35  4.32  -9.15  0.00
H  -1.96  -5.78  -1.70  0.00
H  2.62  -0.54  -2.84  0.00
H  -3.59  2.59  -0.56  0.00
H  -4.46  1.90  1.19  0.00
H  -1.72  1.00  -7.34  0.00
H  4.69  2.17  -1.00  0.00
H  -1.86  2.95  -0.78  0.00
H  -2.94  -4.97  0.55  0.00
H  -1.99  -3.75  1.45  0.00
H  -0.46  -6.31  -0.90  0.00
H  -3.58  1.51  2.66  0.00
H  2.54  1.23  -2.58  0.00
H  -0.40  -5.08  -2.18  0.00
H  0.13  -1.91  3.19  0.00
H  -2.68  1.88  -1.94  0.00
H  4.17  -0.78  0.38  0.00
H  -4.79  0.36  2.01  0.00
H  -1.47  -5.47  1.43  0.00
H  5.76  1.13  -1.98  0.00

Values from the calculation:
* HOMO-LUMO gap (spin up / spin down): 5.41 / 5.35 eV
* multiplicity: 6
* LUMO level (spin up / spin down): 0.211 / 0.211 eV
* ΔE to the lowest compared entry with this formula, charge and spin: 17.3 kcal per mole
* charge: 0
* electronic energy: -3030.0272 Eh
* maximum force: 3.5 eV Å⁻¹